# 1
C24H19BrLiN5O4S | the ωB97M-V functional and the def2-TZVPD basis

The relative energy (zero: lowest compared OMol25 entry of this formula, charge and spin) comes out at 178.1 kJ/mol. For the total energy, the calculation gives -4480.57006 Eh. Its net charge is -2. Its HOMO energy is -0.0459 hartree. The value obtained for the LUMO energy is 4.2 eV.

The geometry in XYZ format:
```
55
C24H19BrLiN5O4S the ωB97M-V functional and the def2-TZVPD basis
Li 0.6397 0.7752 -0.4030
O 1.0993 0.6851 1.5695
C 0.8746 1.8114 2.1193
C 1.7155 2.3124 3.1582
C 1.5202 3.5402 3.7494
C 0.4754 4.3770 3.3565
C -0.3669 3.9239 2.3517
C -0.2234 2.6793 1.7522
C -1.1583 2.3243 0.6815
N -1.2921 1.1249 0.2835
N -2.1740 0.8853 -0.7669
C -1.6255 -0.0004 -1.5667
O -0.4493 -0.4662 -1.5375
C -2.5514 -0.5372 -2.6333
C -3.8591 -0.0819 -2.7877
C -4.6834 -0.6241 -3.7612
C -4.2140 -1.6314 -4.5968
C -2.9112 -2.0876 -4.4492
C -2.0855 -1.5415 -3.4757
H 2.5472 1.6791 3.4495
H 2.2030 3.8675 4.5292
H 0.3368 5.3532 3.8052
H -1.1812 4.5583 2.0100
H -1.7246 3.1330 0.2031
H -4.2035 0.7004 -2.1247
H -5.6989 -0.2598 -3.8716
H -4.8579 -2.0516 -5.3614
H -2.5337 -2.8692 -5.0989
H -1.0630 -1.8686 -3.3383
Br 2.9854 -4.0855 0.3812
C 3.0817 -1.0532 -0.2945
C 4.2879 -1.0891 0.3911
C 5.0416 0.0734 0.4045
C 4.5740 1.2154 -0.2136
C 3.3298 1.1712 -0.8290
N 2.6203 0.0426 -0.9019
C 2.6560 2.4540 -1.3410
O 3.4171 3.3375 -1.7654
O 1.4139 2.4508 -1.2312
H 4.6151 -1.9761 0.9087
H 5.9923 0.0838 0.9263
H 5.1166 2.1494 -0.2161
C 0.1672 -2.4096 2.7115
N -0.8124 -2.8083 1.7205
C -1.9394 -2.0632 1.4358
C -2.5158 -2.6368 0.3629
N -1.7042 -3.7066 0.0350
C -0.6236 -3.8320 0.8541
S 1.8388 -2.3335 -0.3736
H -0.3007 -2.3180 3.6946
H 0.6176 -1.4556 2.4190
H 0.9350 -3.1810 2.7396
H -2.1856 -1.1625 1.9644
H -3.3700 -2.3431 -0.2161
H -1.7932 -4.2349 -0.8126
```

---

# 2
C24H19Cl5GeOPPtS | the ωB97M-V functional and the def2-TZVPD basis

The relative energy (zero: lowest compared OMol25 entry of this formula, charge and spin) comes out at 65.6 kJ/mol. As for the multiplicity: 6. For the total energy, the calculation gives -6237.32801 Eh. Its net charge is +2. Its HOMO energy (spin up / spin down) is -0.5081 / -0.5312 hartree. As for the expectation value of S²: 8.793. The value obtained for the LUMO energy (spin up / spin down) is -5.1 / -9.4 eV.

The geometry in XYZ format:
```
53
C24H19Cl5GeOPPtS the ωB97M-V functional and the def2-TZVPD basis
Pt 0.5570 -1.0161 0.7484
Cl 0.0354 -3.6023 0.4435
C 1.5603 -4.4070 0.4724
C 1.6200 -5.7236 0.0658
C 2.8338 -6.4052 0.1075
C 3.9673 -5.7881 0.6018
C 3.9146 -4.4673 1.0244
Cl 5.3190 -3.6963 1.6228
C 2.7043 -3.7315 0.9385
S 2.7529 -2.0734 1.3980
H 0.7320 -6.2218 -0.2889
H 2.8892 -7.4227 -0.2442
H 4.8989 -6.3282 0.6590
C 2.3851 3.8337 1.0484
C 2.5603 2.7303 0.2228
C 1.4805 1.9416 -0.1242
C 0.2007 2.2825 0.3269
C 0.0302 3.3806 1.1747
C 1.1194 4.1562 1.5209
P -1.2476 1.2756 -0.0559
C -2.6113 2.3774 -0.4859
C -3.9196 1.9250 -0.3156
C -4.9781 2.7348 -0.6808
C -4.7364 3.9943 -1.2116
C -3.4324 4.4348 -1.3924
C -2.3627 3.6456 -1.0149
C -0.8643 0.2557 -1.5053
C -1.4353 0.4699 -2.7593
C -0.9898 -0.2868 -3.8268
C -0.0040 -1.2441 -3.6451
C 0.5364 -1.4797 -2.3835
C 0.0821 -0.7540 -1.2940
H 3.2363 4.4362 1.3252
H 3.5396 2.4823 -0.1555
H 1.6258 1.0911 -0.7807
H -0.9514 3.6201 1.5589
H 0.9883 5.0075 2.1694
H -4.0970 0.9467 0.1082
H -5.9915 2.3959 -0.5424
H -5.5620 4.6313 -1.4880
H -3.2430 5.4031 -1.8280
H -1.3470 3.9860 -1.1574
H -2.1869 1.2318 -2.8975
H -1.3953 -0.1105 -4.8117
H 0.3557 -1.8132 -4.4886
H 1.3003 -2.2380 -2.2794
Cl -0.5714 -0.8709 5.5718
Ge 1.1772 -1.3091 4.3439
Cl 2.9579 -0.6243 5.3505
Cl 0.9272 0.3808 2.7775
O -1.8867 -1.0218 1.7523
H -2.4393 -1.8078 1.7146
H -2.0327 -0.6091 2.6113
```

---

# 3
C24H19IrN14O9SSe | the ωB97M-V functional and the def2-TZVPD basis

The relative energy (zero: lowest compared OMol25 entry of this formula, charge and spin) comes out at 130.2 kJ/mol. As for the multiplicity: 6. For the total energy, the calculation gives -5273.08479 Eh. Its net charge is +1. Its HOMO energy (spin up / spin down) is -0.3886 / -0.4327 hartree. As for the expectation value of S²: 8.811. The value obtained for the LUMO energy (spin up / spin down) is -3.8 / -5.4 eV.

The geometry in XYZ format:
```
69
C24H19IrN14O9SSe the ωB97M-V functional and the def2-TZVPD basis
Ir 0.6263 -0.0725 0.7850
N 0.3574 0.5604 4.9237
C 1.1329 0.3391 3.8679
N 0.3492 -0.0349 2.8702
C -0.9170 0.0150 3.3851
N -0.9409 0.3612 4.6425
C -2.0790 -0.2547 2.5370
C -3.3908 -0.1904 2.9861
N -4.4101 -0.4191 2.1657
C -4.1265 -0.7079 0.9022
C -2.8158 -0.7700 0.4398
N -1.8011 -0.5466 1.2635
H 0.6327 0.8857 5.8372
H 2.2048 0.4545 3.8364
H -3.6092 0.0561 4.0182
H -4.9553 -0.8931 0.2302
H -2.5890 -0.9814 -0.6001
N 3.2926 0.8812 -0.8612
N 4.0360 1.1373 0.1786
C 3.7893 0.5738 1.5629
O 4.5575 1.0184 2.3756
O 2.8275 -0.2293 1.6251
H 3.0493 -0.0982 -1.0552
H 3.3094 1.5305 -1.6356
H 4.5407 2.0179 0.1852
O -3.9114 5.7118 -0.9842
N -3.5503 4.6925 -1.5300
O -4.0000 4.2501 -2.5668
C -2.4638 3.9310 -0.8865
C -1.9211 4.4058 0.2853
C -0.9248 3.6500 0.8714
C -0.3933 2.4866 0.2991
O 0.6442 1.8950 0.8583
C -1.0100 2.0286 -0.8970
C -2.0456 2.7554 -1.4758
N -0.6631 0.8308 -1.5484
O -1.3699 0.3332 -2.4487
O 0.4127 0.0441 -1.1561
N -0.4426 4.0796 2.1911
O -0.2434 3.2167 3.0276
O -0.2971 5.2669 2.3702
H -2.2764 5.3168 0.7428
H -2.5108 2.4054 -2.3832
C -1.3483 -1.3743 -5.4889
C -0.0807 -0.8350 -4.9187
C 0.4202 0.4156 -5.2671
C 1.5534 0.8546 -4.6167
N 2.1667 0.1334 -3.6731
C 1.6396 -1.0690 -3.4591
S 2.5002 -2.0855 -2.2827
N 0.5697 -1.5935 -4.0295
H -1.5198 -1.0100 -6.5003
H -2.1827 -1.0442 -4.8648
H -1.3294 -2.4616 -5.4865
H -0.0679 1.0287 -6.0117
H 1.9837 1.8238 -4.8423
Se 0.3891 -2.7317 -1.2018
N 0.7900 -2.1139 0.4603
C 1.2255 -3.1484 1.1887
C 1.6986 -3.1037 2.5218
C 2.0639 -4.2707 3.1186
C 1.9854 -5.5313 2.4465
C 1.5499 -5.6160 1.1668
C 1.1626 -4.4206 0.4969
N 0.7119 -4.3968 -0.7519
H 1.7943 -2.1561 3.0242
H 2.4391 -4.2538 4.1337
H 2.2926 -6.4227 2.9759
H 1.4883 -6.5505 0.6265
```

---

# 4
C24H19N5O6 | the ωB97M-V functional and the def2-TZVPD basis

The relative energy (zero: lowest compared OMol25 entry of this formula, charge and spin) comes out at 1661.2 kJ/mol. For the total energy, the calculation gives -1650.53586 Eh. The SMILES is O=[N+]([O-])c1ccccc1.O=[N+]([O-])c1ccccc1.O=[N+]([O-])c1ccccc1.C#C[C@@H](C#N)CC#N. Its HOMO energy is -0.3655 hartree. The value obtained for the LUMO energy is -1.0 eV.

The geometry in XYZ format:
```
54
C24H19N5O6 the ωB97M-V functional and the def2-TZVPD basis
O -0.0990 1.1710 3.8055
N 0.7595 1.2372 2.9131
O 1.9125 1.6605 3.0790
C 0.3828 0.7883 1.5674
C -0.9222 0.3371 1.3261
C -1.2816 -0.0657 0.0385
C -0.3448 -0.0222 -0.9952
C 0.9571 0.4176 -0.7498
C 1.3275 0.8258 0.5332
H -1.6639 0.2973 2.1209
H -2.2939 -0.4112 -0.1603
H -0.6313 -0.3320 -1.9988
H 1.6824 0.4459 -1.5600
H 2.3451 1.1690 0.7075
O 5.3719 -0.7961 -2.7479
N 5.1795 -0.6313 -1.5340
O 5.0910 0.4747 -0.9816
C 5.0530 -1.8278 -0.6933
C 5.1841 -3.0985 -1.2702
C 5.0869 -4.2324 -0.4613
C 4.8567 -4.0968 0.9086
C 4.7161 -2.8304 1.4787
C 4.8142 -1.6890 0.6804
H 5.3638 -3.2210 -2.3361
H 5.1939 -5.2228 -0.8986
H 4.7873 -4.9837 1.5362
H 4.5338 -2.7331 2.5467
H 4.7055 -0.7091 1.1405
O -0.1160 -2.4808 -4.1724
N -1.2718 -2.6236 -3.7463
O -1.5565 -3.0857 -2.6321
C -2.3782 -2.2227 -4.6235
C -2.1032 -1.7301 -5.9066
C -3.1607 -1.3731 -6.7455
C -4.4784 -1.5030 -6.3041
C -4.7490 -1.9840 -5.0219
C -3.6999 -2.3469 -4.1750
H -1.0819 -1.6229 -6.2655
H -2.9577 -0.9960 -7.7456
H -5.2998 -1.2287 -6.9638
H -5.7786 -2.0796 -4.6841
H -3.9275 -2.7231 -3.1798
C -4.8454 3.2337 5.8329
C -3.5166 3.7020 5.6005
C -2.0143 4.1849 5.0456
C -1.9630 4.2311 3.3745
N -2.3111 4.1987 2.1053
C -1.7406 5.7638 5.5125
C -1.4677 5.8224 7.1294
N -1.2570 6.0988 8.4000
H -5.9517 2.8398 5.6186
H -1.1537 3.4627 5.4367
H -0.7099 6.0575 4.9926
H -2.5777 6.4832 5.1223
```

---

# 5
C24H19N6O4PtS2Se | the ωB97M-V functional and the def2-TZVPD basis

The relative energy (zero: lowest compared OMol25 entry of this formula, charge and spin) comes out at 40.2 kJ/mol. For the total energy, the calculation gives -4872.66341 Eh. Its net charge is -1. Its HOMO energy is -0.1408 hartree. The value obtained for the LUMO energy is 0.7 eV.

The geometry in XYZ format:
```
57
C24H19N6O4PtS2Se the ωB97M-V functional and the def2-TZVPD basis
Pt 0.5146 -1.6129 -0.3114
C -3.4126 -3.1216 0.5117
C -2.0180 -2.5818 0.7291
O -1.3610 -2.3634 -0.3540
C -1.5966 -2.3794 2.0272
C -0.3543 -1.8522 2.4683
C -0.1120 -1.6816 3.9399
N 0.5872 -1.5049 1.6419
N 1.7798 -0.9955 2.1560
C 2.6324 -0.7878 1.2062
O 2.4349 -1.0485 -0.0566
C 3.9489 -0.1957 1.5611
C 4.3520 -0.0573 2.8864
C 5.5660 0.5407 3.1865
C 6.3892 1.0068 2.1682
C 5.9975 0.8572 0.8453
C 4.7821 0.2580 0.5427
H -3.5852 -3.2716 -0.5525
H -4.1505 -2.4137 0.8918
H -3.5431 -4.0695 1.0360
H -2.3164 -2.6097 2.8002
H -0.9635 -2.0488 4.5088
H 0.0498 -0.6264 4.1622
H 0.7924 -2.2118 4.2372
H 3.6973 -0.4170 3.6687
H 5.8742 0.6444 4.2198
H 7.3290 1.4904 2.4072
H 6.6394 1.2084 0.0461
H 4.4469 0.1402 -0.4795
Se 2.6418 0.8933 -4.1104
N 1.8522 -0.1281 -5.3258
C 1.1569 -1.0123 -4.6421
C 0.3503 -2.0349 -5.2184
C -0.3030 -2.8544 -4.3686
C -0.1894 -2.6907 -2.9575
N 0.5319 -1.7813 -2.3726
C 1.2324 -0.9145 -3.1944
N 1.9865 0.0439 -2.7211
H 0.2740 -2.1320 -6.2928
H -0.9280 -3.6500 -4.7502
H -0.7412 -3.3309 -2.2806
O -3.4959 2.3427 2.8415
S -3.7267 1.7903 1.5313
O -4.9221 1.0028 1.3576
N -2.4101 0.9924 0.9843
C -1.8758 1.5805 -0.0652
S -0.4913 1.0589 -0.8784
C -2.6160 2.8168 -0.5144
C -2.3537 3.6431 -1.5921
C -3.1812 4.7402 -1.8023
C -4.2495 5.0084 -0.9489
C -4.5182 4.1725 0.1277
C -3.6883 3.0852 0.3128
H -1.5182 3.4253 -2.2446
H -2.9940 5.3999 -2.6412
H -4.8771 5.8738 -1.1259
H -5.3465 4.3642 0.7983
```